Record 1
C2H8N | ωB97M-V/def2-TZVPD

Output
Energy relative to the best compared isomer or geometry (same formula, charge and spin) = 16.7 kcal/mol
E_tot = -135.628567 hartree
Net charge = 0
<S²> = 0.751
Molecular weight = 46.1 g mol⁻¹
F_max = 1.243 eV/A
Spin multiplicity = 2

XYZ file:
```
11
C2H8N ωB97M-V/def2-TZVPD
N -1.19 0.12 -0.41
C 1.03 -0.51 0.48
C 0.23 0.61 -0.14
H 2.11 -0.35 0.49
H 0.84 -1.47 0.02
H 0.60 0.89 -1.12
H -1.76 0.09 0.49
H -1.67 0.70 -1.13
H 0.16 1.48 0.51
H 0.80 -0.69 1.54
H -1.13 -0.87 -0.72
```


Record 2
C2H8N | ωB97M-V/def2-TZVPD

Output
Energy relative to the best compared isomer or geometry (same formula, charge and spin) = 23.2 kcal/mol
E_tot = -135.463883 hartree
Net charge = +1
Molecular weight = 46.1 g mol⁻¹
F_max = 4.441 eV/A
SMILES string = CC[NH3+]

XYZ file:
```
11
C2H8N ωB97M-V/def2-TZVPD
N -0.03 -0.15 -1.35
C 0.45 0.40 0.10
C -0.33 -0.16 1.21
H -0.75 -1.24 1.24
H 0.34 -0.15 2.08
H 1.52 0.18 0.13
H 0.43 -1.12 -1.48
H -1.22 0.39 1.57
H 0.41 1.40 0.11
H -1.04 -0.13 -1.48
H 0.24 0.59 -2.14
```


Record 3
C2H8N2 | ωB97M-V/def2-TZVPD

Output
Energy relative to the best compared isomer or geometry (same formula, charge and spin) = 13.8 kcal/mol
E_tot = -190.476903 hartree
Net charge = 0
Molecular weight = 60.1 g mol⁻¹
F_max = 2.409 eV/A
SMILES string = NCCN

XYZ file:
```
12
C2H8N2 ωB97M-V/def2-TZVPD
N -1.10 1.53 0.09
N 0.89 -1.54 0.24
C -0.83 0.07 -0.17
C 0.66 -0.22 -0.34
H 1.14 0.60 0.18
H 0.95 -0.15 -1.43
H -1.31 -0.22 -1.12
H -1.52 1.73 0.98
H 0.90 -1.46 1.24
H -0.33 2.22 -0.17
H -1.21 -0.68 0.61
H 1.77 -1.89 -0.11
```


Record 4
C2H8N2 | ωB97M-V/def2-TZVPD

Output
Energy relative to the best compared isomer or geometry (same formula, charge and spin) = 28.6 kcal/mol
E_tot = -190.453296 hartree
Net charge = 0
Molecular weight = 60.1 g mol⁻¹
F_max = 4.539 eV/A
SMILES string = [H]/N=C/N.C

XYZ file:
```
12
C2H8N2 ωB97M-V/def2-TZVPD
N -1.36 -0.85 0.95
N -2.77 0.67 -0.02
C -2.05 0.33 1.03
C 2.70 0.03 -1.22
H -1.87 1.00 1.89
H -1.77 -1.76 0.48
H 3.31 -0.66 -1.88
H 2.47 -0.57 -0.38
H 3.31 0.89 -0.83
H -2.60 1.70 -0.08
H -1.09 -1.08 1.83
H 1.73 0.29 -1.77
```


Record 5
C2H8N2 | ωB97M-V/def2-TZVPD

Output
Energy relative to the best compared isomer or geometry (same formula, charge and spin) = 33.1 kcal/mol
E_tot = -190.446061 hartree
Net charge = 0
Molecular weight = 60.1 g mol⁻¹
F_max = 2.894 eV/A
SMILES string = C=N.CN

XYZ file:
```
12
C2H8N2 ωB97M-V/def2-TZVPD
N 0.65 -0.52 1.72
N -1.29 -0.68 -1.88
C -0.48 0.59 -1.73
C 1.34 0.27 2.43
H -0.93 1.18 -0.95
H -2.17 -0.61 -1.40
H -0.48 1.07 -2.71
H -0.88 -1.56 -1.61
H 0.54 0.25 -1.50
H 1.09 1.34 2.26
H 1.87 0.17 3.40
H 0.75 -1.51 1.97
```


Record 6
C2H8N2 | ωB97M-V/def2-TZVPD

Output
Energy relative to the best compared isomer or geometry (same formula, charge and spin) = 55.2 kcal/mol
E_tot = -190.125286 hartree
Net charge = +1
<S²> = 0.757
Molecular weight = 60.1 g mol⁻¹
F_max = 3.435 eV/A
Spin multiplicity = 2

XYZ file:
```
12
C2H8N2 ωB97M-V/def2-TZVPD
N 1.38 -3.25 1.70
N -0.14 0.55 -1.49
C -0.88 2.62 -0.40
C -0.18 1.41 -0.47
H -1.80 2.80 -0.95
H -0.43 3.52 0.00
H 0.14 0.88 0.43
H -0.56 0.98 -2.32
H 1.64 -2.31 1.43
H 0.85 -3.87 1.10
H -0.70 -0.31 -1.44
H 0.67 -3.02 2.41
```


Record 7
C2H8N2O | ωB97M-V/def2-TZVPD

Output
Energy relative to the best compared isomer or geometry (same formula, charge and spin) = 53.2 kcal/mol
E_tot = -265.698437 hartree
Net charge = 0
Molecular weight = 76.1 g mol⁻¹
F_max = 3.542 eV/A
SMILES string = N/C=C/N.O

XYZ file:
```
13
C2H8N2O ωB97M-V/def2-TZVPD
O -1.70 0.20 1.71
N -1.19 -0.65 -1.28
N 2.08 0.61 0.28
C 1.17 -0.26 -0.32
C -0.07 0.06 -0.73
H 1.92 1.58 0.19
H -1.08 -1.32 -2.08
H -1.25 -0.32 1.10
H 2.24 0.35 1.25
H 1.42 -1.30 -0.35
H -1.67 -1.21 -0.63
H -1.55 1.15 1.53
H -0.31 1.11 -0.68
```


Record 8
C2H8N2O | ωB97M-V/def2-TZVPD

Output
Energy relative to the best compared isomer or geometry (same formula, charge and spin) = 71.2 kcal/mol
E_tot = -265.669602 hartree
Net charge = 0
Molecular weight = 76.1 g mol⁻¹
F_max = 0.878 eV/A
SMILES string = NN1CC1.O

XYZ file:
```
13
C2H8N2O ωB97M-V/def2-TZVPD
O 0.74 -1.98 -1.57
N 0.32 0.26 0.16
N 0.85 0.13 1.47
C -0.69 1.26 -0.09
C -1.06 -0.17 -0.01
H -1.25 -0.74 -0.90
H 1.86 0.27 1.42
H 1.08 -1.55 -2.34
H -0.63 1.75 -1.05
H 0.45 0.80 2.13
H -0.99 1.91 0.73
H 0.92 -1.40 -0.82
H -1.58 -0.51 0.87
```


Please write out number 8 again, unchanged.
C2H8N2O | ωB97M-V/def2-TZVPD

Output
Energy relative to the best compared isomer or geometry (same formula, charge and spin) = 71.2 kcal/mol
E_tot = -265.669602 hartree
Net charge = 0
Molecular weight = 76.1 g mol⁻¹
F_max = 0.878 eV/A
SMILES string = NN1CC1.O

XYZ file:
```
13
C2H8N2O ωB97M-V/def2-TZVPD
O 0.74 -1.98 -1.57
N 0.32 0.26 0.16
N 0.85 0.13 1.47
C -0.69 1.26 -0.09
C -1.06 -0.17 -0.01
H -1.25 -0.74 -0.90
H 1.86 0.27 1.42
H 1.08 -1.55 -2.34
H -0.63 1.75 -1.05
H 0.45 0.80 2.13
H -0.99 1.91 0.73
H 0.92 -1.40 -0.82
H -1.58 -0.51 0.87
```


What did the third record say?
C2H8N2 | ωB97M-V/def2-TZVPD

Output
Energy relative to the best compared isomer or geometry (same formula, charge and spin) = 13.8 kcal/mol
E_tot = -190.476903 hartree
Net charge = 0
Molecular weight = 60.1 g mol⁻¹
F_max = 2.409 eV/A
SMILES string = NCCN

XYZ file:
```
12
C2H8N2 ωB97M-V/def2-TZVPD
N -1.10 1.53 0.09
N 0.89 -1.54 0.24
C -0.83 0.07 -0.17
C 0.66 -0.22 -0.34
H 1.14 0.60 0.18
H 0.95 -0.15 -1.43
H -1.31 -0.22 -1.12
H -1.52 1.73 0.98
H 0.90 -1.46 1.24
H -0.33 2.22 -0.17
H -1.21 -0.68 0.61
H 1.77 -1.89 -0.11
```


Question: What is the F_max in the fifth record?
Answer: 2.894 eV/A


Question: What is the energy relative to the best compared isomer or geometry (same formula, charge and spin) in the seventh record?
Answer: 53.2 kcal/mol